CH5N3 as an isolated structure. Source: the Open Molecules 2025 dataset; level of theory: ωB97M-V/def2-TZVPD.

Results
- HOMO-LUMO gap (spin up / spin down): 7.53 / 7.58 eV
- E_HOMO (spin up / spin down): -6.48 / -6.53 eV
- Relative energy (zero: lowest compared OMol25 entry of this formula, charge and spin): 154.8 kcal per mole

Cartesian coordinates (Å):
1 N -1.2749 0.0137 0.5150
2 N -0.5228 -0.7529 1.2527
3 N 0.8743 -0.2012 -1.0555
4 C 0.5013 0.3985 0.0897
5 H 0.3468 1.4697 0.0471
6 H -2.2619 0.1553 0.8903
7 H 0.9675 0.0384 1.1420
8 H 0.3769 0.0833 -1.8880
9 H 0.9928 -1.2048 -0.9933